Here is a molecular structure, C38H50ClF5IrN3O2S from the Open Molecules 2025 dataset. Energies are from ωB97M-V/def2-TZVPD.

Structure (XYZ):
```
101
Properties=species:S:1:pos:R:3:forces:R:3
Ir 0.54383 1.07079 1.04734 -0.68 -0.64 -0.63
C -0.07252 2.79445 -0.19035 0.10 0.01 0.12
C -0.17782 3.21976 1.16891 0.30 -0.03 0.35
C -1.14431 2.32116 1.80286 0.02 -0.02 0.12
C -1.63026 1.45011 0.74799 0.07 0.13 0.13
C -1.03102 1.76143 -0.48265 0.01 0.14 -0.09
C -1.41944 1.26119 -1.85059 -0.05 -0.02 -0.04
C -0.21350 0.79945 -2.66894 -0.01 0.03 -0.06
C -2.07908 2.46286 -2.55253 -0.01 0.00 0.04
C -2.42750 0.11870 -1.74132 0.02 0.03 0.00
C -1.79840 2.26912 3.19554 0.05 -0.02 0.05
C -3.05080 1.37920 3.13783 0.03 -0.01 0.04
C -2.27589 3.65912 3.63854 -0.02 -0.02 -0.05
C -0.86059 1.68010 4.25967 -0.03 0.06 0.01
C 0.51367 4.49998 1.64038 0.05 -0.04 -0.06
C 1.12348 4.42452 3.03895 -0.02 0.06 0.00
C 1.65535 4.86941 0.68103 -0.04 -0.03 -0.01
C -0.53682 5.62571 1.54844 0.00 0.03 -0.03
H 0.61202 3.22072 -0.90410 0.02 -0.02 -0.01
H -2.34639 0.66217 0.90239 -0.01 -0.01 -0.07
H 0.52276 1.59583 -2.79413 0.02 -0.01 0.03
H -0.56420 0.51514 -3.66366 0.01 0.01 -0.01
H 0.26263 -0.06298 -2.20643 0.04 -0.08 0.00
H -1.37394 3.28704 -2.67055 -0.01 0.01 0.00
H -2.94495 2.82211 -1.99309 -0.01 0.02 -0.01
H -2.41498 2.16173 -3.54545 0.00 -0.01 0.00
H -1.97920 -0.74465 -1.24821 0.02 -0.07 0.05
H -2.73344 -0.18695 -2.74303 0.00 -0.02 0.01
H -3.32679 0.42407 -1.20155 -0.01 -0.02 -0.01
H -3.75642 1.71201 2.37455 -0.03 0.01 0.02
H -3.55471 1.42905 4.10253 0.00 -0.01 0.01
H -2.80291 0.32981 2.96395 0.01 -0.01 -0.05
H -2.90660 4.12462 2.87927 0.00 0.01 0.00
H -1.45508 4.32823 3.87303 -0.03 -0.01 0.01
H -2.87082 3.54663 4.54499 -0.01 -0.01 0.00
H -0.75174 0.60151 4.13336 0.04 0.00 -0.03
H -1.28122 1.86225 5.24992 -0.04 -0.05 -0.01
H 0.12885 2.11937 4.22742 0.01 0.02 0.05
H 2.00822 3.79446 3.03394 0.01 0.01 0.03
H 0.44138 4.05248 3.79657 0.03 0.02 0.00
H 1.43210 5.42761 3.33610 -0.01 0.02 0.00
H 2.38172 4.06532 0.57754 0.01 -0.03 -0.03
H 2.16440 5.74624 1.08142 0.00 -0.01 0.01
H 1.28663 5.13889 -0.30970 0.02 0.00 -0.02
H -1.24362 5.62147 2.37267 0.01 0.00 -0.06
H -1.09635 5.56361 0.61238 0.00 0.03 -0.02
H -0.01681 6.58407 1.55745 0.00 0.00 0.03
N 0.12006 -0.77148 1.83277 0.13 0.09 0.04
C -0.17843 -1.84587 2.09897 0.01 -0.01 -0.12
C -0.48869 -3.19929 2.41196 0.04 0.01 0.12
C 0.55893 -4.11945 2.44528 0.03 0.01 -0.01
C 0.27503 -5.44210 2.72625 -0.02 -0.02 0.01
C -1.03483 -5.83275 2.97700 0.00 0.02 -0.01
C -2.07184 -4.90727 2.94926 0.01 -0.01 0.00
C -1.80515 -3.58117 2.66471 -0.03 0.04 -0.02
H 1.56873 -3.79086 2.24109 0.01 -0.02 0.00
H 1.07386 -6.16972 2.75108 0.00 0.00 0.00
H -1.25066 -6.86916 3.19897 0.00 -0.01 0.00
H -3.08603 -5.22176 3.15193 -0.01 0.00 0.00
H -2.60025 -2.84755 2.63699 0.00 -0.01 0.00
F 2.13004 1.57636 3.44166 -0.03 -0.03 -0.07
C 2.30570 1.01149 2.20772 -0.01 0.31 0.08
F 3.28084 1.73172 1.60173 -0.04 0.02 -0.02
C 2.95059 -0.37018 2.55046 0.11 -0.04 -0.07
F 2.29806 -0.95589 3.56465 -0.08 -0.01 -0.02
F 4.21382 -0.19698 2.92920 -0.04 0.02 0.01
F 2.94485 -1.22353 1.51893 -0.04 0.05 -0.01
Cl 6.08317 -2.28505 -4.62437 0.00 0.00 0.00
C 5.09525 -1.29484 -3.60265 -0.01 0.01 0.01
C 5.07012 0.07790 -3.80338 0.01 0.01 -0.02
C 4.27757 0.86332 -2.98530 0.02 0.01 0.01
C 3.51099 0.27828 -1.98396 -0.08 -0.10 0.14
C 3.54369 -1.10066 -1.79402 0.01 0.06 -0.06
C 4.34403 -1.89133 -2.60156 -0.01 -0.01 0.01
C 2.65719 1.15988 -1.13200 0.04 0.06 -0.35
O 2.68940 2.36949 -1.20010 -0.03 0.02 0.07
O 1.82532 0.47542 -0.36865 0.11 -0.01 0.43
H 5.66864 0.51818 -4.58819 0.01 0.00 0.00
H 4.24736 1.93717 -3.11011 0.00 0.00 -0.01
H 2.93064 -1.55250 -1.02768 0.01 -0.01 0.00
H 4.38886 -2.96260 -2.46120 0.00 -0.01 0.00
C -1.25967 -2.60570 -4.72709 0.01 -0.04 0.03
N -0.34771 -2.90930 -3.63298 -0.07 -0.10 0.03
C 1.05373 -2.66899 -3.93676 -0.01 0.00 0.05
C -0.77638 -3.18632 -2.37788 0.18 0.10 -0.02
S 0.15153 -2.82336 -1.01752 -0.02 0.02 -0.05
N -2.01280 -3.75514 -2.27931 0.00 -0.01 0.05
C -2.66340 -3.83762 -0.98295 0.01 0.02 -0.02
C -2.39751 -4.84466 -3.17612 -0.06 0.06 0.00
H -0.91964 -1.68776 -5.21072 -0.02 0.01 0.01
H -2.26573 -2.45323 -4.34524 -0.01 -0.01 0.00
H -1.28021 -3.39376 -5.48275 0.00 0.00 -0.01
H 1.30206 -3.17575 -4.87106 -0.01 0.02 -0.01
H 1.67559 -3.05495 -3.13747 0.00 -0.02 0.00
H 1.26028 -1.60220 -4.05145 0.00 0.04 0.03
H -2.49142 -2.92316 -0.42196 -0.02 -0.01 0.00
H -2.28524 -4.67827 -0.39210 0.02 0.01 0.00
H -3.73355 -3.96801 -1.14548 -0.01 -0.02 -0.02
H -1.67116 -4.96527 -3.97102 0.03 0.00 -0.01
H -3.38168 -4.66610 -3.61181 0.01 -0.01 -0.02
H -2.43292 -5.77665 -2.60646 -0.01 0.00 0.00
```
Positions in Å, forces in eV/Å.

As for the lowest unoccupied orbital energy (alpha / beta): -2.90 / -5.65 eV. For the total energy, the calculation gives -3254.5885 hartree. Its multiplicity is 2. The largest force on an atom comes out at 0.02203 Eh/bohr. The HOMO-LUMO gap (alpha / beta) is 7.59 / 4.84 eV. Its charge is +1.